Record 1
# C100H222O4P6

8 unconnected molecules or ions with the total composition C100H222O4P6 at a distorted geometry (ωB97M-V with the def2-TZVPD basis set, the Open Molecules 2025 dataset).

Values from the calculation:
**HOMO-LUMO gap**: 6.81 eV
**E**: -6291.2601 Ha

```
! RIJCOSX wB97M-V def2-TZVPD def2/J DEFGRID3
* xyz 4 1
C 7.91 0.55 0.93
C 7.85 1.62 -0.16
C 6.95 1.27 -1.26
C 7.24 2.06 -2.58
P 6.18 1.57 -3.94
C 6.66 2.59 -5.34
C 8.03 2.21 -5.98
C 8.79 3.34 -6.72
C 9.43 4.38 -5.83
C 4.40 1.92 -3.64
C 3.66 1.11 -2.53
C 3.26 1.91 -1.28
C 2.03 2.69 -1.53
C 6.26 -0.28 -4.24
C 5.38 -0.84 -5.45
C 5.66 -2.34 -5.64
C 4.99 -3.15 -6.78
H 8.37 -0.36 0.56
H 6.89 0.24 1.16
H 8.32 1.06 1.79
H 8.83 1.81 -0.60
H 7.45 2.55 0.24
H 5.89 1.47 -1.05
H 7.10 0.21 -1.46
H 8.26 1.91 -2.95
H 7.19 3.13 -2.42
H 6.71 3.62 -4.97
H 5.87 2.50 -6.08
H 7.88 1.36 -6.65
H 8.80 1.83 -5.32
H 8.05 4.03 -7.11
H 9.42 3.01 -7.54
H 10.12 3.95 -5.10
H 8.66 4.87 -5.24
H 10.03 5.16 -6.30
H 3.97 1.57 -4.58
H 4.33 2.99 -3.46
H 4.30 0.28 -2.24
H 2.77 0.65 -2.95
H 4.10 2.54 -0.98
H 3.19 1.25 -0.41
H 1.69 3.21 -0.63
H 1.20 2.07 -1.89
H 2.25 3.28 -2.42
H 6.15 -0.80 -3.29
H 7.31 -0.38 -4.53
H 5.58 -0.30 -6.37
H 4.33 -0.61 -5.24
H 5.68 -2.80 -4.65
H 6.73 -2.33 -5.85
H 3.93 -3.27 -6.55
H 5.51 -4.09 -6.95
H 5.07 -2.57 -7.70
C 4.16 6.81 8.51
C 4.31 6.21 7.06
C 3.73 4.82 7.01
C 3.89 4.20 5.54
P 2.91 2.74 5.05
C 3.55 1.81 3.64
C 3.78 2.57 2.33
C 5.20 3.14 2.20
C 5.40 4.29 1.21
C 3.03 1.63 6.48
C 2.37 0.23 6.36
C 2.77 -0.68 7.51
C 2.26 -2.09 7.33
C 1.22 3.13 4.74
C 0.48 3.64 5.91
C -1.08 3.51 5.71
C -1.89 3.89 6.90
H 4.67 7.76 8.69
H 4.62 6.20 9.28
H 3.10 6.94 8.74
H 5.36 6.19 6.78
H 3.72 6.82 6.37
H 2.68 4.89 7.29
H 4.10 4.18 7.81
H 4.96 4.02 5.49
H 3.70 5.08 4.93
H 2.82 1.02 3.46
H 4.49 1.38 3.97
H 3.01 3.34 2.26
H 3.58 1.81 1.57
H 5.99 2.40 2.08
H 5.49 3.69 3.10
H 4.72 5.11 1.46
H 5.34 3.98 0.17
H 6.35 4.81 1.34
H 2.78 2.25 7.34
H 4.10 1.52 6.65
H 2.60 -0.30 5.44
H 1.28 0.14 6.31
H 2.14 -0.23 8.27
H 3.83 -0.54 7.69
H 1.23 -2.34 7.08
H 2.47 -2.54 8.30
H 2.95 -2.50 6.59
H 0.76 2.25 4.29
H 1.35 3.77 3.87
H 0.87 4.62 6.21
H 0.64 2.94 6.73
H -1.32 2.53 5.31
H -1.48 4.11 4.89
H -1.69 4.85 7.39
H -1.66 3.20 7.71
H -2.94 3.85 6.61
C -6.33 2.45 -8.00
C -4.87 2.47 -7.55
C -4.57 1.35 -6.43
C -5.05 1.48 -4.95
P -4.70 0.07 -3.88
C -5.07 0.43 -2.14
C -6.29 1.33 -1.84
C -6.44 1.53 -0.31
C -7.53 2.53 -0.03
C -5.91 -1.27 -4.47
C -5.76 -2.62 -3.76
C -6.60 -3.77 -4.36
C -8.11 -3.60 -4.13
C -2.95 -0.57 -3.98
C -1.93 0.55 -3.69
C -0.41 0.14 -3.83
C -0.14 -0.50 -5.17
H -6.39 3.18 -8.81
H -6.95 2.73 -7.14
H -6.73 1.47 -8.24
H -4.68 3.49 -7.21
H -4.25 2.18 -8.40
H -3.49 1.27 -6.32
H -4.74 0.37 -6.87
H -6.14 1.52 -4.95
H -4.77 2.47 -4.56
H -4.15 0.80 -1.69
H -5.24 -0.55 -1.69
H -7.20 0.89 -2.26
H -6.18 2.34 -2.25
H -5.53 1.90 0.15
H -6.59 0.59 0.22
H -7.58 2.83 1.02
H -8.53 2.20 -0.29
H -7.32 3.44 -0.58
H -5.70 -1.48 -5.52
H -6.85 -0.78 -4.23
H -5.92 -2.47 -2.69
H -4.75 -3.03 -3.83
H -6.19 -4.71 -3.99
H -6.34 -3.83 -5.41
H -8.59 -4.03 -5.01
H -8.36 -2.54 -4.09
H -8.32 -4.20 -3.25
H -2.99 -0.94 -5.00
H -2.73 -1.33 -3.23
H -2.22 0.98 -2.73
H -2.12 1.39 -4.36
H -0.23 -0.55 -3.01
H 0.32 0.92 -3.63
H -0.67 0.02 -5.97
H -0.53 -1.51 -5.23
H 0.92 -0.69 -5.32
C -3.49 -7.44 -0.89
C -3.14 -7.13 -2.31
C -1.62 -7.04 -2.63
C -1.30 -6.82 -4.08
P 0.43 -6.21 -4.41
C 0.80 -4.69 -3.46
C 2.32 -4.29 -3.44
C 2.44 -2.88 -2.84
C 1.82 -2.72 -1.46
C 0.77 -6.02 -6.19
C 2.26 -5.84 -6.71
C 2.71 -7.00 -7.57
C 4.20 -7.09 -7.63
C 1.64 -7.47 -3.84
C 1.40 -8.90 -4.27
C 2.52 -9.84 -3.79
C 2.32 -11.26 -4.40
H -4.52 -7.39 -0.54
H -2.91 -6.71 -0.32
H -3.23 -8.47 -0.63
H -3.62 -6.18 -2.53
H -3.50 -7.86 -3.03
H -1.19 -7.96 -2.25
H -1.30 -6.18 -2.04
H -1.95 -6.21 -4.71
H -1.27 -7.82 -4.53
H 0.50 -5.02 -2.46
H 0.05 -4.01 -3.85
H 2.71 -4.07 -4.43
H 3.06 -4.97 -3.03
H 2.11 -2.13 -3.56
H 3.46 -2.50 -2.79
H 0.74 -2.86 -1.46
H 1.97 -1.71 -1.08
H 2.22 -3.42 -0.73
H 0.28 -5.05 -6.31
H 0.21 -6.74 -6.79
H 2.93 -5.55 -5.90
H 2.25 -4.92 -7.29
H 2.26 -7.02 -8.57
H 2.23 -7.92 -7.23
H 4.70 -6.21 -8.02
H 4.60 -7.90 -8.24
H 4.53 -7.25 -6.60
H 1.56 -7.44 -2.75
H 2.62 -7.08 -4.13
H 1.31 -8.84 -5.35
H 0.44 -9.30 -3.95
H 2.56 -9.87 -2.70
H 3.50 -9.46 -4.08
H 2.12 -11.27 -5.47
H 1.52 -11.78 -3.87
H 3.24 -11.80 -4.20
C -6.83 5.83 7.00
C -5.53 5.76 6.21
C -5.70 6.02 4.62
C -4.33 6.42 3.94
P -3.98 5.85 2.23
C -5.14 6.65 1.03
C -6.58 6.96 1.59
C -7.66 7.53 0.62
C -8.15 6.45 -0.37
C -4.45 4.05 2.13
C -3.85 3.15 3.16
C -3.98 1.64 2.72
C -3.44 0.59 3.74
C -2.29 6.05 1.75
C -1.11 5.74 2.65
C 0.23 6.38 2.11
C 0.67 5.94 0.71
H -6.75 5.67 8.07
H -7.64 5.13 6.81
H -7.35 6.79 6.94
H -5.07 4.78 6.32
H -4.79 6.41 6.68
H -6.39 6.86 4.52
H -6.25 5.19 4.18
H -3.54 5.97 4.55
H -4.24 7.49 4.10
H -5.22 5.88 0.25
H -4.63 7.53 0.65
H -6.52 7.70 2.40
H -7.04 6.04 1.95
H -7.38 8.38 -0.01
H -8.49 7.93 1.20
H -9.17 6.62 -0.70
H -8.15 5.54 0.24
H -7.37 6.29 -1.12
H -4.26 3.90 1.07
H -5.54 3.96 2.18
H -4.33 3.44 4.09
H -2.79 3.33 3.27
H -3.23 1.50 1.94
H -4.92 1.35 2.25
H -2.39 0.81 3.92
H -3.43 -0.44 3.38
H -3.98 0.66 4.68
H -2.24 7.11 1.55
H -2.01 5.59 0.80
H -0.97 4.69 2.91
H -1.40 6.20 3.59
H 1.01 6.06 2.81
H 0.10 7.46 2.18
H 0.04 6.48 0.00
H 0.42 4.89 0.64
H 1.72 6.03 0.45
C 4.33 -1.98 1.57
C 4.06 -3.04 2.73
C 2.61 -2.75 3.33
C 1.53 -3.24 2.37
P -0.22 -3.50 3.01
C -0.59 -2.42 4.44
C -1.92 -2.66 5.06
C -1.93 -2.46 6.59
C -1.72 -1.07 7.11
C -1.47 -3.10 1.66
C -3.00 -3.32 2.01
C -3.85 -3.46 0.81
C -4.16 -2.20 0.11
C -0.34 -5.27 3.62
C 0.89 -5.70 4.50
C 0.73 -7.07 5.06
C -0.37 -7.12 6.22
H 5.32 -1.57 1.38
H 3.55 -1.21 1.61
H 4.14 -2.51 0.64
H 4.84 -3.01 3.49
H 3.93 -4.04 2.32
H 2.43 -1.69 3.45
H 2.48 -3.28 4.28
H 1.69 -4.23 1.93
H 1.44 -2.58 1.51
H -0.51 -1.40 4.06
H 0.23 -2.44 5.16
H -2.16 -3.71 4.95
H -2.58 -1.95 4.54
H -1.12 -3.04 7.05
H -2.84 -2.77 7.10
H -0.97 -0.57 6.50
H -1.30 -0.91 8.11
H -2.63 -0.47 7.04
H -1.17 -3.75 0.84
H -1.40 -2.03 1.44
H -3.34 -2.59 2.75
H -3.13 -4.16 2.70
H -4.84 -3.82 1.10
H -3.43 -4.23 0.16
H -5.19 -2.34 -0.21
H -3.46 -2.00 -0.70
H -4.08 -1.32 0.74
H -0.40 -5.89 2.73
H -1.28 -5.41 4.15
H 0.98 -4.93 5.27
H 1.83 -5.69 3.94
H 1.67 -7.54 5.34
H 0.48 -7.77 4.27
H -0.32 -7.98 6.88
H -1.36 -7.22 5.76
H -0.42 -6.27 6.90
C -0.62 0.48 0.19
C 0.11 0.82 1.47
O 0.40 -0.14 2.20
O 0.34 2.01 1.81
H -0.34 1.25 -0.53
H -1.68 0.65 0.39
H -0.22 -0.38 -0.35
C -1.41 3.98 -1.72
C -2.89 4.14 -1.80
O -3.51 3.25 -2.43
O -3.47 4.99 -1.15
H -0.93 4.90 -2.05
H -1.16 3.14 -2.36
H -1.07 3.85 -0.69
*
```

Record 2
# C8H14OS

2 unconnected molecules or ions with the total composition C8H14OS at a distorted geometry (ωB97M-V with the def2-TZVPD basis set, the Open Molecules 2025 dataset).

Values from the calculation:
**HOMO-LUMO gap (alpha / beta)**: 7.15 / 7.16 eV
**E**: -786.5419 Ha

```
! RIJCOSX wB97M-V def2-TZVPD def2/J DEFGRID3
* xyz 0 1
C -1.20 -0.94 -1.39
C 1.08 -0.12 -0.31
C 1.57 -2.16 0.97
C 0.84 -0.02 2.12
C -1.74 1.32 -0.38
C -0.57 1.15 -2.64
C 0.73 -0.88 0.86
C -1.14 0.47 -1.46
O -1.63 -1.58 -0.43
S 2.20 0.63 -1.10
H -0.79 -1.46 -2.27
H 2.62 -1.92 1.13
H 1.47 -2.76 0.08
H 1.21 -2.74 1.82
H 0.24 0.88 2.03
H 0.47 -0.60 2.97
H 1.87 0.26 2.31
H -2.54 1.92 -0.80
H -2.14 0.69 0.40
H -1.00 2.00 0.03
H -0.68 0.55 -3.55
H -1.01 2.13 -2.79
H 0.52 1.31 -2.50
H -0.33 -1.21 0.75
*
```

Record 3
# C49H34F5MoN2P2SSe4Te

A molecular structure, C49H34F5MoN2P2SSe4Te at a distorted geometry (ωB97M-V with the def2-TZVPD basis set, the Open Molecules 2025 dataset).

Values from the calculation:
**HOMO-LUMO gap (alpha / beta)**: 5.09 / 4.21 eV
**E**: -13519.3178 Ha

```
! RIJCOSX wB97M-V def2-TZVPD def2/J DEFGRID3
* xyz -1 3
Mo 1.50 0.84 -0.83
Se 3.72 1.67 -0.02
Se 4.94 1.76 -2.01
Se 3.65 3.29 -3.21
Se 1.48 2.60 -2.63
F -6.36 -1.34 -2.49
C -5.08 -1.26 -2.91
C -4.08 -0.94 -1.88
F -4.04 -1.97 -0.94
C -2.70 -0.57 -2.51
F -1.69 -0.97 -1.67
C -2.37 -0.93 -3.94
S -0.78 -0.67 -4.46
C -3.41 -1.34 -4.70
F -3.26 -1.62 -6.01
C -4.75 -1.45 -4.19
F -5.72 -1.73 -5.08
Te 0.90 2.80 3.46
C -0.86 2.61 4.67
C -0.99 1.57 5.57
C -2.18 1.43 6.27
N -3.21 2.26 6.13
C -3.08 3.26 5.26
C -1.94 3.48 4.51
C -0.04 1.55 2.00
P -0.13 2.34 0.37
C -0.55 4.10 0.57
C -1.86 4.51 0.74
C -2.14 5.86 0.93
C -1.11 6.79 0.95
C 0.20 6.38 0.76
C 0.48 5.04 0.57
C -1.71 1.68 -0.30
C -2.72 1.13 0.60
C -3.86 0.61 0.16
C -4.20 0.48 -1.29
C -3.06 0.94 -2.24
C -1.92 1.69 -1.63
P 0.87 0.07 1.46
C -0.37 -1.26 1.51
C -0.21 -2.36 0.67
C -1.08 -3.43 0.74
C -2.12 -3.41 1.65
C -2.29 -2.32 2.50
C -1.41 -1.25 2.43
C 1.96 -0.47 2.84
C 3.16 0.21 3.05
C 3.95 -0.06 4.15
C 3.56 -1.03 5.06
C 2.38 -1.73 4.85
C 1.58 -1.46 3.74
H -0.18 0.86 5.72
H -2.31 0.62 6.99
H -3.94 3.91 5.17
H -1.89 4.30 3.82
H -2.67 3.79 0.72
H -3.17 6.18 1.07
H -1.33 7.84 1.11
H 1.00 7.11 0.76
H 1.50 4.71 0.40
H -2.52 1.24 1.66
H -4.62 0.28 0.86
H -5.18 0.93 -1.47
H -3.41 1.39 -3.17
H -1.24 2.18 -2.32
H 0.59 -2.35 -0.06
H -0.95 -4.28 0.08
H -2.82 -4.23 1.69
H -3.09 -2.31 3.22
H -1.52 -0.40 3.10
H 3.48 0.96 2.34
H 4.87 0.49 4.30
H 4.16 -1.24 5.93
H 2.07 -2.50 5.55
H 0.67 -2.01 3.60
N 2.21 -0.57 -1.68
C 2.63 -1.56 -2.36
C 2.42 -2.96 -1.86
C 2.92 -3.37 -0.63
C 2.76 -4.68 -0.23
C 2.08 -5.59 -1.03
C 1.56 -5.17 -2.25
C 1.73 -3.86 -2.67
C 3.36 -1.41 -3.63
C 3.16 -0.29 -4.44
C 3.89 -0.13 -5.60
C 4.82 -1.08 -5.98
C 5.01 -2.21 -5.20
C 4.29 -2.38 -4.03
H 3.45 -2.66 -0.01
H 3.17 -5.01 0.72
H 1.96 -6.61 -0.72
H 1.01 -5.86 -2.87
H 1.33 -3.52 -3.62
H 2.40 0.43 -4.16
H 3.72 0.75 -6.22
H 5.40 -0.95 -6.89
H 5.73 -2.96 -5.50
H 4.45 -3.25 -3.42
*
```

What did we get for ΔE to the lowest compared entry with this formula, charge and spin? Answer: 78.77 61.21 79.06 kcal per mole, in the order shown.